Entry from the OMol25 dataset: a structure of composition C46H50CdF11N3O3PS (ωB97M-V/def2-TZVPD).

Last column: Löwdin charge in e.
Atoms and positions in Å:
Cd1 1.09857 1.38895 1.06051  1.4348
O1 4.83405 3.07779 -0.12989  -0.0095
C1 3.68249 2.68209 0.08489  -0.6772
O2 3.31042 1.62321 0.66437  -0.1323
C2 2.55597 3.57470 -0.47744  -0.2090
C3 2.88354 4.71641 -1.19250  -0.0065
C4 1.86671 5.48827 -1.72484  -0.0603
C5 0.55027 5.10029 -1.51961  -0.0620
C6 0.30741 3.94983 -0.79661  -0.1544
N1 1.28720 3.19835 -0.29839  0.0336
H1 3.92925 4.95965 -1.30567  0.1115
H2 2.08649 6.38723 -2.28939  0.0970
H3 -0.27798 5.68658 -1.89552  0.1004
H4 -0.70387 3.62318 -0.59609  0.0907
C7 -4.29799 1.59318 -0.45780  -0.0747
C8 -3.17096 2.06514 0.47501  -0.3650
C9 -3.45533 3.51054 0.89626  -0.0766
C10 -3.09232 1.11116 1.65041  -0.1416
C11 -4.09446 1.20907 2.60773  -0.0507
C12 -4.20139 0.29873 3.64095  -0.0872
C13 -3.28094 -0.72801 3.72180  -0.0561
C14 -2.24230 -0.85532 2.80779  -0.1329
C15 -1.28263 -2.01765 3.01368  -0.3582
C16 -1.95841 -3.36281 2.71078  -0.0537
C17 -0.74428 -2.04327 4.45142  -0.0749
C18 -2.12428 0.07993 1.74524  -0.1646
N2 -1.01688 -0.00970 0.85582  0.0804
C19 -0.96009 -0.94422 -0.07214  -0.2098
C20 0.27562 -1.33011 -0.73360  -0.2155
N3 1.44405 -0.75188 -0.56049  0.1127
C21 2.61475 -1.45952 -0.91545  -0.1589
C22 3.41261 -1.11693 -2.03760  -0.1302
C23 4.56079 -1.85599 -2.30899  -0.0611
C24 4.95546 -2.92710 -1.53105  -0.0993
C25 4.18194 -3.26610 -0.43783  -0.0623
C26 3.03281 -2.55898 -0.10887  -0.1305
C27 2.30205 -2.99537 1.14890  -0.3633
C28 1.63298 -4.36127 0.97107  -0.0492
C29 3.25827 -3.01654 2.34764  -0.0621
C30 3.07765 -0.03841 -3.06136  -0.3453
C31 2.90129 1.34828 -2.45917  -0.0632
C32 1.85438 -0.42974 -3.89301  -0.0734
C33 -0.04560 -2.50222 -1.59152  -0.0984
C34 0.67833 -3.31711 -2.42798  -0.0162
C35 0.00372 -4.33323 -3.15008  -0.0772
C36 -1.34611 -4.55376 -3.03925  -0.0489
C37 -2.11979 -3.74491 -2.16712  -0.1776
C38 -3.51392 -3.84185 -1.91733  -0.0497
C39 -4.10107 -2.97512 -1.03010  -0.0817
C40 -3.38032 -1.97178 -0.33648  -0.0235
C41 -2.02746 -1.84116 -0.56388  -0.0824
C42 -1.43442 -2.74461 -1.48111  -0.1051
H5 -4.42032 2.27644 -1.30289  0.0666
H6 -5.23960 1.56517 0.10172  0.0764
H7 -4.10438 0.59629 -0.84970  0.0498
H8 -2.21292 2.02480 -0.04744  0.0963
H9 -4.51315 3.64342 1.14702  0.0704
H10 -3.21845 4.20278 0.08259  0.0760
H11 -2.85526 3.79559 1.75699  0.0428
H12 -4.82137 2.01066 2.53020  0.1047
H13 -4.99480 0.38512 4.37491  0.0903
H14 -3.36602 -1.44949 4.52817  0.1013
H15 -0.43994 -1.88905 2.33883  0.1003
H16 -2.82716 -3.50312 3.36265  0.0721
H17 -1.26287 -4.18833 2.88888  0.0671
H18 -2.29761 -3.42026 1.67736  0.0606
H19 -1.50610 -2.41120 5.14754  0.0672
H20 -0.43538 -1.04901 4.76491  0.0665
H21 0.12214 -2.70636 4.51671  0.0724
H22 5.16447 -1.57841 -3.16749  0.1004
H23 5.85771 -3.48023 -1.76741  0.0885
H24 4.48208 -4.10349 0.18450  0.1005
H25 1.53241 -2.26352 1.37178  0.1002
H26 2.37637 -5.12958 0.73380  0.0726
H27 0.89942 -4.33908 0.16346  0.0660
H28 1.11890 -4.65488 1.89061  0.0682
H29 3.99000 -3.82730 2.26566  0.0654
H30 2.69654 -3.15197 3.27326  0.0704
H31 3.78919 -2.06757 2.41855  0.0853
H32 3.93427 0.01294 -3.74044  0.1173
H33 2.05351 1.36997 -1.78358  0.0312
H34 2.73683 2.08650 -3.25224  0.0904
H35 3.79847 1.62770 -1.90961  0.0767
H36 0.97183 -0.45028 -3.25387  0.0367
H37 1.97877 -1.41770 -4.34487  0.0792
H38 1.69197 0.29769 -4.69639  0.0723
H39 1.74955 -3.20747 -2.53163  0.1041
H40 0.58251 -4.96315 -3.81672  0.0944
H41 -1.82004 -5.34775 -3.60725  0.0977
H42 -4.10450 -4.60134 -2.41899  0.0971
H43 -5.16560 -3.06344 -0.84146  0.0950
H44 -3.89851 -1.34144 0.37343  0.1048
C43 -1.37504 0.02126 -4.34793  -0.2515
S1 -1.54404 1.31541 -3.08296  0.8336
C44 -1.40946 2.70038 -4.26372  -0.2487
O3 -0.30042 1.35750 -2.28678  -0.5293
H45 -2.31586 -0.02038 -4.90378  0.0509
H46 -1.22037 -0.91962 -3.81803  0.0423
H47 -0.53096 0.22826 -5.00613  0.0401
H48 -2.01566 2.50529 -5.15073  0.0425
H49 -0.35301 2.80969 -4.51321  0.0568
H50 -1.76342 3.59625 -3.75248  0.0381
F1 0.17165 1.15696 3.97833  -0.0056
C45 1.24485 0.81422 3.18897  -0.4063
F2 1.37341 -0.56038 3.38921  -0.0412
C46 2.48560 1.39553 3.88344  -0.6123
F3 2.40601 1.37689 5.24295  0.1052
F4 2.70609 2.66221 3.52777  0.1262
F5 3.57756 0.67053 3.56009  0.1111
F6 -0.56200 3.32830 2.13773  -0.2178
P1 -0.39644 4.83559 2.79294  0.1583
F7 -1.02335 5.46950 1.42402  -0.1788
F8 -1.89956 4.71260 3.38970  -0.1728
F9 0.19786 4.19883 4.13234  -0.1415
F10 -0.26215 6.32619 3.41181  -0.1718
F11 1.07942 4.95149 2.15876  -0.1520

**Charge**: -2
**Energy relative to the best compared isomer or geometry (same formula, charge and spin)**: 0.9869 eV
**Multiplicity**: 2
**Orbital gap (alpha / beta)**: 4.782 / 6.570 eV
**E_LUMO (alpha / beta)**: 3.5 / 3.5 eV
**Expectation value of S²**: 0.77
**M**: 1077.4 Da